1.
The following is a DFT calculation (wB97M-V/def2-TZVPD) of C22H25N3O2 in the gas phase.

Calculated values
SMILES: CCCCNC(=O)CCn1nc(-c2ccc(C)cc2)c2ccccc2c1=O
energy relative to the best compared isomer or geometry (same formula, charge and spin): 0.8021 eV
LUMO: 0.26 eV
Kohn-Sham gap: 8.67 eV
net charge: 0

Geometry as XYZ:
```
52
C22H25N3O2, DFT wB97M-V/def2-TZVPD
C 5.251 -3.185 2.530
C 3.856 -2.846 2.020
C 3.905 -1.848 0.867
C 2.506 -1.509 0.353
N 2.551 -0.570 -0.743
C 2.151 -0.877 -1.997
O 1.710 -1.961 -2.312
C 2.257 0.297 -2.963
C 0.926 1.065 -3.000
N 0.378 1.287 -1.673
N -0.743 0.617 -1.425
C -1.307 0.658 -0.262
C -2.515 -0.164 -0.103
C -3.519 -0.118 -1.065
C -4.654 -0.891 -0.929
C -4.814 -1.740 0.160
C -6.041 -2.589 0.289
C -3.798 -1.802 1.105
C -2.661 -1.026 0.980
C -0.779 1.475 0.805
C -1.408 1.660 2.043
C -0.833 2.466 2.999
C 0.375 3.116 2.750
C 0.992 2.974 1.529
C 0.418 2.165 0.546
C 1.068 2.050 -0.760
O 2.135 2.571 -1.051
H 5.196 -3.896 3.350
H 5.757 -2.290 2.885
H 5.851 -3.623 1.735
H 3.263 -2.426 2.836
H 3.360 -3.758 1.684
H 4.399 -0.931 1.199
H 4.490 -2.266 0.046
H 2.010 -2.405 -0.026
H 1.901 -1.086 1.166
H 2.956 0.336 -0.561
H 2.461 -0.085 -3.963
H 3.058 0.970 -2.659
H 0.172 0.488 -3.537
H 1.080 2.033 -3.483
H -3.400 0.537 -1.915
H -5.431 -0.839 -1.680
H -6.181 -2.920 1.316
H -5.948 -3.473 -0.343
H -6.926 -2.042 -0.031
H -3.895 -2.470 1.949
H -1.870 -1.111 1.711
H -2.353 1.177 2.234
H -1.325 2.601 3.951
H 0.816 3.741 3.513
H 1.914 3.484 1.295
```

Charges computed using Löwdin, reported in e: -0.119 -0.277 -0.206 -0.186 0.066 -0.505 0.062 -0.075 -0.103 -0.055 0.183 -0.172 -0.178 -0.016 -0.037 -0.279 -0.052 -0.038 -0.038 -0.084 -0.013 -0.060 -0.063 -0.002 -0.063 -0.395 0.054 0.066 0.070 0.071 0.107 0.110 0.114 0.120 0.123 0.122 0.127 0.122 0.106 0.129 0.129 0.112 0.113 0.075 0.085 0.078 0.111 0.117 0.111 0.107 0.106 0.120

2.
The following is a DFT calculation (wB97M-V/def2-TZVPD) of a gas-phase ion, C7H7ClNO2 (charge -1).

Calculated values
SMILES: CC(C)/C(Cl)=C(/C#N)C(=O)[O-]
energy relative to the best compared isomer or geometry (same formula, charge and spin): 0.0000 eV
LUMO: 3.17 eV
Kohn-Sham gap: 7.94 eV
net charge: -1

Geometry as XYZ:
```
18
C7H7ClNO2, DFT wB97M-V/def2-TZVPD
C 0.302 0.339 -1.221
C -0.596 0.145 0.160
C 0.257 -0.546 1.247
C -1.856 -0.553 -0.047
Cl -1.839 -2.350 -0.063
C -3.091 0.094 -0.179
C -4.206 -0.653 -0.164
N -5.167 -1.319 -0.016
C -3.231 1.625 0.002
O -3.261 1.929 1.187
O -3.353 2.267 -1.011
H 0.439 -0.556 -1.775
H 1.260 0.705 -0.777
H -0.200 1.036 -1.763
H -0.779 1.188 0.448
H 1.022 -1.048 0.869
H -0.312 -1.196 2.011
H 0.607 0.335 1.890
```

Charges computed using Löwdin, reported in e: -0.010 -0.390 -0.105 -0.518 0.626 -0.179 -0.275 0.141 -0.784 -0.003 0.012 0.051 0.082 0.028 0.129 0.002 0.095 0.100

3.
The following is a DFT calculation (wB97M-V/def2-TZVPD) of C27H34BrN5O4 in the gas phase.

Calculated values
SMILES: NC(=O)C[C@@H](NC(=O)Cc1ccc(Br)cc1)c1ccc(N2CCC(N3CCCCC3)CC2)c([N+](=O)[O-])c1
LUMO: -0.12 eV
Kohn-Sham gap: 7.65 eV
net charge: 0

Geometry as XYZ:
```
71
C27H34BrN5O4, DFT wB97M-V/def2-TZVPD
N -2.267 -4.390 1.832
C -1.139 -4.847 1.259
O -1.096 -5.169 0.086
C 0.078 -4.908 2.163
C 1.145 -3.922 1.648
N 1.550 -4.325 0.319
C 2.682 -3.869 -0.252
O 3.558 -3.289 0.349
C 2.717 -4.102 -1.767
C 1.802 -3.053 -2.328
C 2.194 -1.718 -2.293
C 1.325 -0.714 -2.675
C 0.052 -1.054 -3.098
Br -1.177 0.331 -3.567
C -0.355 -2.374 -3.164
C 0.523 -3.369 -2.773
C 0.606 -2.506 1.655
C -0.093 -1.990 0.557
C -0.526 -0.691 0.532
C -0.305 0.193 1.611
N -0.586 1.511 1.512
C -1.552 2.043 0.579
C -0.865 2.768 -0.575
C -0.092 3.966 0.001
N -1.030 4.910 0.607
C -1.837 5.640 -0.359
C -1.078 6.752 -1.096
C -0.472 7.729 -0.093
C 0.367 6.961 0.926
C -0.490 5.862 1.565
C 0.907 3.369 0.999
C 0.233 2.542 2.103
C 0.256 -0.391 2.777
N 0.193 0.236 4.052
O 0.901 -0.202 4.945
O -0.622 1.131 4.221
C 0.751 -1.699 2.759
H -2.300 -4.076 2.785
H -3.096 -4.299 1.268
H 0.488 -5.919 2.125
H -0.181 -4.663 3.192
H 2.029 -3.964 2.295
H 0.813 -4.733 -0.246
H 3.740 -3.962 -2.115
H 2.372 -5.106 -2.012
H 3.182 -1.466 -1.939
H 1.630 0.320 -2.636
H -1.350 -2.623 -3.500
H 0.197 -4.398 -2.804
H -0.271 -2.614 -0.305
H -1.007 -0.324 -0.359
H -2.156 2.778 1.122
H -2.208 1.251 0.222
H -1.606 3.073 -1.312
H -0.162 2.099 -1.073
H 0.489 4.436 -0.812
H -2.264 4.945 -1.082
H -2.666 6.088 0.198
H -0.286 6.315 -1.708
H -1.765 7.271 -1.766
H 0.138 8.474 -0.608
H -1.276 8.255 0.429
H 1.231 6.514 0.430
H 0.734 7.635 1.701
H 0.072 5.341 2.338
H -1.352 6.330 2.052
H 1.527 4.138 1.457
H 1.574 2.709 0.438
H -0.389 3.172 2.744
H 1.023 2.099 2.709
H 1.221 -2.066 3.659
```

Charges computed using Löwdin, reported in e: 0.194 -0.549 0.038 -0.039 -0.245 0.108 -0.491 0.083 -0.045 -0.231 -0.018 -0.119 -0.682 0.736 -0.124 -0.043 -0.166 -0.003 0.021 -0.137 -0.072 -0.132 -0.129 -0.315 -0.133 -0.182 -0.179 -0.207 -0.177 -0.189 -0.108 -0.141 -0.085 -0.363 0.062 0.066 0.058 0.108 0.119 0.133 0.120 0.156 0.109 0.128 0.122 0.126 0.102 0.104 0.120 0.103 0.090 0.132 0.120 0.097 0.093 0.139 0.106 0.124 0.104 0.109 0.107 0.112 0.109 0.110 0.102 0.126 0.108 0.126 0.124 0.125 0.130

4.
The following is a DFT calculation (wB97M-V/def2-TZVPD) of a molecular structure, CH2FIS.

Calculated values
energy relative to the best compared isomer or geometry (same formula, charge and spin): 4.5611 eV
LUMO (spin up / spin down): -0.55 / -0.61 eV
Kohn-Sham gap (spin up / spin down): 9.02 / 7.54 eV
net charge: 0

Geometry as XYZ:
```
6
CH2FIS, DFT wB97M-V/def2-TZVPD
C 0.162 0.427 -0.161
F 0.556 1.526 -0.637
S -1.208 -0.314 -1.019
I 1.662 -0.887 0.249
H 0.017 0.909 2.108
H -1.190 -1.661 -0.541
```

Charges computed using Löwdin, reported in e: -1.407 -0.065 0.635 0.812 0.107 -0.083

5.
The following is a DFT calculation (wB97M-V/def2-TZVPD) of 12 unconnected molecules or ions with the total composition C20H68O24P4.

Calculated values
SMILES: COP(=O)(OC)OC.COP(=O)(OC)OC.COP(=O)(OC)OC.COP(=O)(OC)OC.CO.CO.CO.CO.CO.CO.CO.CO
energy relative to the best compared isomer or geometry (same formula, charge and spin): 1.7626 eV
LUMO: 0.00 eV
Kohn-Sham gap: 9.73 eV
net charge: 0

Geometry as XYZ:
```
116
C20H68O24P4, DFT wB97M-V/def2-TZVPD
C 6.835 -24.783 2.348
O 6.468 -25.532 1.273
P 5.619 -25.021 -0.008
O 5.605 -26.006 -1.100
O 6.249 -23.556 -0.457
C 7.621 -23.516 -0.845
O 4.174 -24.554 0.600
C 3.460 -25.444 1.446
H 7.818 -25.106 2.690
H 6.166 -25.097 3.149
H 6.754 -23.715 2.144
H 7.637 -23.326 -1.918
H 8.223 -24.399 -0.632
H 8.074 -22.654 -0.354
H 2.457 -25.501 1.024
H 3.443 -24.985 2.434
H 4.024 -26.362 1.613
C 3.264 -26.212 7.904
O 2.394 -26.384 6.705
P 2.951 -26.281 5.181
O 3.996 -25.245 5.003
O 1.596 -26.138 4.270
C 0.681 -25.076 4.558
O 3.362 -27.813 4.705
C 4.527 -28.330 5.276
H 3.241 -27.154 8.451
H 2.876 -25.360 8.462
H 4.316 -26.095 7.641
H -0.345 -25.419 4.423
H 0.827 -24.219 3.900
H 0.723 -24.709 5.584
H 5.106 -28.757 4.457
H 4.177 -29.184 5.856
H 5.136 -27.636 5.855
C 8.739 -27.389 13.178
O 8.771 -25.974 13.127
P 8.417 -25.072 11.832
O 9.486 -25.105 10.874
O 8.176 -23.611 12.434
C 7.084 -23.465 13.309
O 6.981 -25.670 11.362
C 6.932 -26.653 10.312
H 7.767 -27.700 12.796
H 8.710 -27.673 14.230
H 9.559 -27.900 12.673
H 6.388 -22.730 12.904
H 7.508 -23.080 14.237
H 6.412 -24.297 13.518
H 6.795 -27.684 10.639
H 7.771 -26.522 9.629
H 6.051 -26.555 9.678
C 2.224 -31.527 4.512
O 2.015 -31.512 3.111
P 0.626 -30.877 2.601
O -0.186 -30.231 3.682
O 1.106 -29.948 1.377
C 1.858 -28.759 1.602
O -0.103 -32.118 1.817
C -1.314 -31.816 1.052
H 2.036 -32.551 4.833
H 1.698 -30.815 5.148
H 3.224 -31.135 4.697
H 2.650 -28.583 0.874
H 2.290 -28.691 2.600
H 1.100 -27.998 1.417
H -2.186 -32.165 1.605
H -1.300 -32.434 0.153
H -1.419 -30.765 0.783
C 3.391 -22.110 3.351
O 2.048 -21.745 3.759
H 4.135 -21.582 3.946
H 3.663 -23.153 3.514
H 3.472 -21.830 2.301
H 1.863 -22.108 4.629
C 5.360 -31.141 2.538
O 5.054 -31.588 1.233
H 6.258 -30.523 2.515
H 4.623 -30.504 3.027
H 5.653 -31.918 3.244
H 4.612 -30.903 0.727
C 3.879 -27.309 12.619
O 3.148 -27.081 11.397
H 3.337 -27.039 13.526
H 4.290 -28.318 12.586
H 4.796 -26.736 12.481
H 2.950 -27.934 11.004
C 6.908 -25.554 6.714
O 5.997 -24.491 6.799
H 7.856 -25.159 7.079
H 6.534 -26.296 7.419
H 7.112 -25.938 5.714
H 5.394 -24.528 6.054
C -1.610 -22.315 4.874
O -2.807 -21.639 5.181
H -0.758 -22.106 5.522
H -1.840 -23.376 4.975
H -1.285 -22.142 3.849
H -2.784 -20.714 4.925
C -2.120 -24.733 2.054
O -2.489 -25.299 3.281
H -2.666 -23.791 2.012
H -1.050 -24.528 2.001
H -2.284 -25.453 1.253
H -2.103 -26.173 3.375
C 2.492 -22.252 7.337
O 1.590 -22.543 6.294
H 2.133 -21.629 8.156
H 2.701 -23.211 7.812
H 3.502 -21.989 7.022
H 0.742 -22.713 6.710
C 4.924 -23.194 9.710
O 3.858 -22.599 10.418
H 5.733 -23.343 10.424
H 4.643 -24.184 9.350
H 5.228 -22.550 8.885
H 4.183 -21.964 11.061
```

Atom charges from the Löwdin analysis, given in e for atoms 1 to 99: -0.131 -0.230 0.478 -0.232 -0.236 -0.116 -0.224 -0.100 0.096 0.076 0.100 0.090 0.090 0.087 0.102 0.047 0.086 -0.034 -0.220 0.528 -0.239 -0.209 -0.090 -0.235 -0.115 0.082 0.082 0.048 0.073 0.088 0.072 0.083 0.090 0.070 -0.093 -0.221 0.394 -0.205 -0.177 -0.126 -0.241 -0.098 0.068 0.090 0.097 0.081 0.098 0.088 0.085 0.083 0.065 -0.118 -0.206 0.459 -0.257 -0.228 -0.093 -0.226 -0.083 0.100 0.082 0.060 0.087 0.069 0.091 0.085 0.085 0.083 -0.130 -0.140 0.072 0.038 0.082 -0.004 -0.177 -0.092 0.072 0.039 0.087 0.076 -0.129 -0.136 0.083 0.078 0.052 0.062 -0.164 -0.139 0.087 0.046 0.080 0.019 -0.161 -0.100 0.056 0.072 0.086 0.078 -0.164

6.
The following is a DFT calculation (wB97M-V/def2-TZVPD) of a molecular structure, C20H58CrO18.

Calculated values
energy relative to the best compared isomer or geometry (same formula, charge and spin): 0.0000 eV
expectation value of S²: 6.021
2S+1: 5
LUMO (spin up / spin down): -0.65 / -0.76 eV
Kohn-Sham gap (spin up / spin down): 8.03 / 8.53 eV
net charge: 0

Geometry as XYZ:
```
97
C20H58CrO18, DFT wB97M-V/def2-TZVPD
Cr 0.527 -3.882 0.713
C 0.181 0.334 -0.529
C -0.194 -0.794 0.424
O 0.637 -1.906 0.398
H -0.336 1.273 -0.342
H -0.142 -0.054 -1.504
H 1.258 0.480 -0.590
H -1.241 -1.082 0.212
H -0.248 -0.423 1.463
C -1.043 -3.373 4.568
C 0.043 -3.000 3.583
O 0.164 -4.030 2.621
H -2.055 -3.292 4.151
H -1.130 -2.662 5.397
H -0.945 -4.381 4.968
H 0.991 -2.891 4.122
H -0.225 -2.066 3.080
C 0.802 -3.040 -5.023
C 0.450 -1.832 -4.220
O 1.314 -1.702 -3.106
O 0.607 -4.208 -4.165
H 1.840 -3.128 -5.350
H 0.111 -3.159 -5.863
H -0.585 -1.859 -3.866
H 0.550 -0.965 -4.891
H 0.899 -1.141 -2.446
H 0.777 -4.987 -4.703
C 1.174 0.581 3.658
C 2.565 0.901 4.125
O 3.104 -0.117 4.966
O 0.360 0.167 4.760
H 1.168 -0.237 2.931
H 0.747 1.479 3.214
H 2.605 1.854 4.670
H 3.212 1.103 3.259
H 3.787 0.278 5.512
H 0.974 -0.308 5.336
C -2.651 -3.281 0.877
C -3.332 -4.398 1.676
O -2.371 -5.265 2.200
O -1.603 -3.819 0.059
H -2.162 -2.667 1.635
H -3.321 -2.689 0.252
H -4.016 -4.977 1.048
H -3.983 -3.903 2.411
H -1.560 -4.791 2.488
H -2.018 -4.302 -0.665
C -4.166 0.722 -0.593
C -3.367 0.791 -1.863
O -3.892 1.716 -2.784
O -5.423 0.112 -0.897
H -4.338 1.736 -0.212
H -3.665 0.167 0.210
H -3.271 -0.205 -2.316
H -2.348 1.066 -1.580
H -4.844 1.572 -2.828
H -5.999 0.099 -0.130
C -0.874 4.121 -2.055
C 0.322 3.342 -2.558
O 1.549 3.805 -2.031
O -0.907 5.461 -2.520
H -0.882 4.130 -0.964
H -1.779 3.580 -2.371
H 0.321 3.426 -3.659
H 0.197 2.273 -2.352
H 2.061 3.029 -1.763
H -0.992 5.407 -3.477
C 2.929 1.215 -3.974
C 3.876 1.579 -2.843
O 3.283 1.555 -1.552
O 3.362 1.774 -5.208
H 1.918 1.577 -3.758
H 2.865 0.138 -4.124
H 4.276 2.593 -2.956
H 4.742 0.912 -2.901
H 3.491 0.700 -1.133
H 3.564 2.703 -5.049
C 4.169 -1.211 0.835
C 5.060 -0.118 1.344
O 5.854 0.372 0.261
O 3.363 -0.795 -0.257
H 3.514 -1.527 1.653
H 4.822 -2.045 0.546
H 5.680 -0.479 2.167
H 4.445 0.748 1.623
H 6.334 1.161 0.520
H 2.543 -1.302 -0.154
C -3.815 3.379 2.369
C -2.453 3.280 1.724
O -2.156 4.514 1.084
O -4.790 3.777 1.402
H -3.855 4.001 3.266
H -4.162 2.402 2.734
H -2.436 2.476 0.982
H -1.691 3.145 2.490
H -2.883 4.704 0.478
H -5.237 4.585 1.662
```

Charges computed using Löwdin, reported in e: 1.019 -0.062 -0.394 -0.363 0.070 0.062 0.063 0.086 0.086 -0.083 -0.364 -0.393 0.064 0.075 0.084 0.112 0.082 -0.211 -0.254 -0.065 -0.097 0.124 0.119 0.124 0.121 0.036 0.071 -0.232 -0.240 -0.061 -0.069 0.091 0.122 0.126 0.096 0.090 0.072 -0.192 -0.256 -0.068 -0.131 0.112 0.127 0.120 0.118 0.036 0.120 -0.246 -0.261 -0.047 -0.066 0.106 0.111 0.123 0.092 0.088 0.086 -0.252 -0.269 -0.048 -0.050 0.104 0.110 0.120 0.090 0.038 0.082 -0.237 -0.220 -0.103 -0.065 0.096 0.108 0.123 0.130 0.039 0.081 -0.217 -0.235 -0.061 -0.081 0.125 0.127 0.124 0.106 0.088 0.053 -0.236 -0.232 -0.070 -0.077 0.123 0.115 0.098 0.121 0.082 0.090